# 1
{
  "formula": "C3H3NO2",
  "method": "ωB97M-V/def2-TZVPD",
  "homo_lumo_gap_ha": 0.307,
  "e_lumo_ev": -1.2,
  "homo_energy_ev": -9.5501,
  "elements": ["O", "C", "N", "O", "C", "C", "H", "H", "H"],
  "positions_angstrom": [[2.1989, 0.0461, -0.3443], [0.8665, -0.0171, -0.1685], [0.2815, -1.1673, 0.0948], [-1.0246, -0.9832, 0.2478], [-1.2495, 0.4536, 0.1167], [-0.0081, 1.1177, -0.2471], [2.5631, -0.8502, -0.2884], [-2.1137, 0.5962, -0.5408], [-1.5143, 0.8041, 1.1298]],
  "mulliken_charge": [-0.48, 0.65, -0.23, -0.13, -0.13, -0.61, 0.35, 0.31, 0.27]
}

***

# 2
{
  "formula": "C12H15N3",
  "method": "ωB97M-V/def2-TZVPD",
  "homo_lumo_gap_ha": 0.326,
  "e_lumo_ev": 0.7,
  "smiles": "c1cc[nH]c1.c1cc[nH]c1.c1cc[nH]c1",
  "homo_energy_ev": -8.1573,
  "elements": ["C", "C", "C", "N", "C", "H", "H", "H", "H", "H", "C", "C", "C", "N", "C", "H", "H", "H", "H", "H", "C", "C", "C", "N", "C", "H", "H", "H", "H", "H"],
  "positions_angstrom": [[5.7543, 14.8732, -16.7499], [4.7800, 14.2730, -17.5934], [4.3760, 13.1099, -16.9907], [5.0937, 12.9631, -15.8309], [5.9084, 14.0503, -15.6677], [6.3020, 15.7839, -16.9283], [4.3994, 14.6263, -18.5370], [3.6398, 12.3909, -17.3070], [4.8759, 12.3410, -15.0704], [6.6011, 14.1127, -14.8462], [9.0427, 12.9684, -16.7338], [9.4814, 13.9964, -15.8664], [10.7223, 13.6496, -15.3968], [11.0561, 12.4481, -15.9725], [10.0439, 12.0324, -16.7868], [8.0999, 12.9402, -17.2543], [8.9303, 14.8603, -15.5328], [11.3557, 14.1080, -14.6573], [11.9277, 11.9788, -15.8043], [10.1333, 11.1305, -17.3675], [3.9448, 10.0622, -13.2096], [4.0658, 10.2165, -11.7980], [5.3508, 10.5973, -11.5337], [6.0107, 10.6869, -12.7248], [5.1620, 10.3606, -13.7564], [3.0545, 9.7354, -13.7202], [3.2534, 10.0529, -11.1106], [5.8345, 10.8201, -10.5986], [6.9839, 10.8911, -12.8721], [5.5434, 10.4383, -14.7607]],
  "mulliken_charge": [-0.41, -0.56, -0.48, 0.16, -0.58, 0.39, 0.39, 0.40, 0.34, 0.39, -0.08, -0.25, -0.72, 0.03, -0.79, 0.41, 0.44, 0.38, 0.19, 0.39, -0.33, -0.34, -0.59, 0.03, -0.99, 0.42, 0.39, 0.39, 0.23, 0.75]
}

***

# 3
{
  "formula": "C8H9N",
  "method": "ωB97M-V/def2-TZVPD",
  "homo_lumo_gap_ha": 0.313,
  "e_lumo_ev": 0.9,
  "homo_energy_ev": -7.6181,
  "elements": ["C", "C", "C", "C", "C", "C", "C", "C", "N", "H", "H", "H", "H", "H", "H", "H", "H", "H"],
  "positions_angstrom": [[-1.5533, 1.9689, -0.4692], [-1.1524, 1.6988, -1.7063], [-1.0268, 0.9458, 0.3338], [-0.2622, 0.0939, -0.4571], [0.2602, -0.9731, 1.6189], [0.5320, -0.8051, 0.3487], [-1.2055, 0.6048, 1.8112], [1.7707, -1.5716, -0.2192], [-0.3040, 0.6242, -1.7152], [-2.3115, 2.6840, -0.1584], [-1.3113, 2.4125, -2.6006], [0.7823, -1.1738, 2.4543], [-0.7801, 1.3009, 2.5837], [-2.2361, 0.3035, 2.0059], [2.3468, -1.8957, 0.6380], [2.2856, -0.8670, -0.9463], [1.4915, -2.5033, -0.8183], [0.2011, 0.2734, -2.5658]],
  "mulliken_charge": [-0.80, -0.38, 0.85, -0.37, -0.80, 0.85, -0.80, -1.23, -0.06, 0.38, 0.30, 0.38, 0.28, 0.27, 0.35, 0.29, 0.26, 0.24]
}

***

# 4
{
  "formula": "C30H22N2O3Pt",
  "method": "ωB97M-V/def2-TZVPD",
  "s_squared": 2.03,
  "spin_multiplicity": 3,
  "charge": -2,
  "homo_lumo_gap_ha": [0.198, 0.179],
  "e_lumo_ev": [4.4, 3.9],
  "homo_energy_ev": [-1.0357, -1.0183],
  "elements": ["Pt", "C", "O", "C", "C", "C", "C", "C", "C", "N", "N", "C", "O", "C", "C", "C", "C", "C", "C", "C", "O", "H", "H", "H", "H", "H", "H", "H", "H", "H", "H", "H", "H", "C", "C", "C", "C", "C", "C", "C", "C", "C", "C", "C", "C", "C", "C", "C", "H", "H", "H", "H", "H", "H", "H", "H", "H", "H"],
  "positions_angstrom": [[-2.0513, 0.1273, -0.3818], [3.8427, 1.6816, 5.0618], [3.6217, 0.4744, 4.4200], [2.5821, 0.5027, 3.4624], [3.0032, 0.2460, 2.1930], [2.0884, -0.0402, 1.1925], [0.7590, -0.0062, 1.5352], [0.2721, 0.2750, 2.8501], [-1.1465, 0.3997, 3.0698], [-2.0040, 0.3744, 2.0880], [-3.2722, 0.7466, 2.5796], [-4.2216, 0.8381, 1.6336], [-4.1580, 0.6814, 0.3631], [-5.5532, 1.2499, 2.2338], [-6.7089, 1.2102, 1.4809], [-7.9567, 1.5510, 2.0138], [-8.0870, 1.8029, 3.3680], [-6.9410, 1.8205, 4.1724], [-5.6829, 1.5264, 3.5877], [1.1983, 0.6548, 3.9034], [0.9227, 0.9398, 5.1010], [3.3898, 2.5292, 4.5038], [3.4861, 1.6562, 6.0587], [4.9469, 1.8863, 5.1133], [4.0969, 0.2746, 2.0025], [2.5066, -0.0295, 0.1504], [0.0594, -0.2786, 0.8021], [-1.4528, 0.5010, 4.1298], [-6.6209, 0.9503, 0.4096], [-8.8399, 1.5306, 1.2945], [-9.0691, 2.0207, 3.7674], [-7.0939, 2.0656, 5.2570], [-4.7296, 1.4654, 4.0894], [-0.6001, -0.2743, -1.5855], [0.3296, -0.6503, -2.3995], [1.4452, -1.0119, -3.1349], [1.5459, -2.3902, -3.6978], [2.1966, -2.6833, -4.8951], [2.3080, -3.9718, -5.4539], [1.6874, -4.9999, -4.6987], [1.1467, -4.7492, -3.4508], [1.1044, -3.4881, -2.9520], [2.4661, 0.0430, -3.3640], [2.1607, 1.4001, -3.1742], [3.1228, 2.3827, -3.3009], [4.3861, 2.0875, -3.8182], [4.7357, 0.7403, -3.9971], [3.7906, -0.2188, -3.7423], [2.5943, -1.8657, -5.4277], [2.5883, -4.1306, -6.4280], [1.6394, -5.9695, -5.0801], [0.7468, -5.6248, -2.8941], [0.6935, -3.3260, -1.9699], [1.1806, 1.5757, -2.7213], [2.8060, 3.3848, -3.1782], [5.0447, 2.8715, -4.1067], [5.6961, 0.5083, -4.2473], [3.9984, -1.2669, -3.7883]],
  "mulliken_charge": [0.08, -0.73, -0.46, 0.29, -0.26, -0.44, -0.36, -0.14, -0.46, -0.11, -0.33, 0.29, -0.89, 0.28, -0.34, -0.46, -0.24, -0.62, -0.10, 0.56, -0.86, 0.30, 0.24, 0.24, 0.26, 0.21, 0.33, 0.34, 0.28, 0.25, 0.35, 0.27, 0.51, -1.92, 1.46, 0.12, 0.06, 0.14, -1.12, -0.21, -0.66, -0.39, 0.57, -0.45, -0.65, -0.43, -0.81, -0.36, 0.62, 0.41, 0.43, 0.29, 0.43, 0.34, 0.40, 0.40, 0.50, 0.57]
}

***

# 5
{
  "formula": "C2H5N3O3",
  "method": "ωB97M-V/def2-TZVPD",
  "homo_lumo_gap_ha": 0.379,
  "e_lumo_ev": 0.5,
  "smiles": "O=C(NO)N/C=N\\O",
  "homo_energy_ev": -9.8165,
  "elements": ["O", "C", "N", "O", "N", "C", "N", "O", "H", "H", "H", "H", "H"],
  "positions_angstrom": [[-1.5056, 1.8067, -0.0417], [-1.1972, 0.6105, -0.0973], [-2.1664, -0.3316, -0.4064], [-1.8205, -1.5896, 0.1069], [0.0909, 0.1309, -0.0104], [1.1943, 0.8847, 0.0091], [2.3843, 0.5358, 0.0238], [2.6581, -0.8554, -0.2041], [-3.0680, -0.1248, 0.0346], [-1.3543, -1.3386, 0.9172], [0.2670, -0.7905, -0.3800], [0.9401, 1.9801, 0.1797], [3.5773, -0.9183, -0.1315]],
  "mulliken_charge": [-0.61, 0.47, -0.11, -0.42, -0.25, 0.14, -0.46, -0.41, 0.30, 0.36, 0.34, 0.31, 0.35]
}

***

# 6
{
  "formula": "C16H43ClO6RhSi2",
  "method": "ωB97M-V/def2-TZVPD",
  "s_squared": 6.01,
  "spin_multiplicity": 5,
  "charge": 1,
  "homo_lumo_gap_ha": [0.224, 0.287],
  "e_lumo_ev": [-1.9, -4.5],
  "homo_energy_ev": [-7.9490, -12.2603],
  "elements": ["O", "O", "C", "C", "H", "H", "H", "H", "H", "C", "C", "H", "H", "H", "H", "H", "C", "C", "C", "H", "H", "H", "H", "H", "C", "H", "H", "H", "H", "H", "H", "Rh", "C", "Si", "H", "H", "C", "C", "C", "C", "Si", "H", "H", "C", "C", "C", "H", "H", "H", "H", "H", "H", "H", "H", "H", "H", "H", "H", "H", "H", "H", "H", "H", "H", "O", "Cl", "O", "O", "O"],
  "positions_angstrom": [[-1.5105, -2.4528, -0.7029], [-2.5954, -0.8307, -1.9809], [-0.1038, -2.9158, -0.6743], [0.0730, -4.1578, 0.1643], [0.4778, -2.0769, -0.2605], [0.1811, -3.0757, -1.7075], [0.2511, -3.8952, 1.2063], [0.9653, -4.6764, -0.1830], [-0.7597, -4.8621, 0.0912], [-2.0854, -2.2769, 0.6280], [-3.4454, -2.9126, 0.5490], [-2.1185, -1.2096, 0.8745], [-1.4137, -2.7520, 1.3454], [-4.0567, -2.4610, -0.2508], [-3.9644, -2.7982, 1.5095], [-3.3185, -3.9760, 0.3120], [-3.5638, 0.2922, -1.8461], [-2.2966, -1.2806, -3.3149], [-3.7332, 0.6958, -0.4153], [-4.5275, 0.0364, -2.3318], [-3.1272, 1.1078, -2.4504], [-3.9719, -0.1783, 0.2121], [-4.5417, 1.4222, -0.3297], [-2.8202, 1.1664, 0.0076], [-3.1074, -2.5255, -3.5742], [-1.2238, -1.4315, -3.2757], [-2.5428, -0.4431, -3.9967], [-2.8862, -3.3178, -2.8341], [-2.8333, -2.8683, -4.5715], [-4.1860, -2.3218, -3.5197], [-2.2655, -1.7160, -1.3851], [1.3250, 1.1305, 1.9896], [0.6227, 1.1885, 0.2399], [1.1374, 1.6459, -1.5225], [-0.4037, 1.6165, 0.3039], [0.4130, 0.0849, 0.1132], [1.9439, 0.1559, -2.3450], [2.0916, 3.1859, -1.1184], [-0.2839, 2.0967, -2.6830], [2.8584, 0.2949, 1.2178], [3.5072, 1.5713, 2.4552], [3.1987, 0.4850, 0.1820], [3.0103, -0.7434, 1.5261], [4.3893, 2.9549, 1.5797], [4.6754, 0.5831, 3.5366], [2.2321, 2.4288, 3.6494], [0.0731, 2.8724, -3.3714], [-1.1539, 2.4851, -2.1395], [-0.6130, 1.2442, -3.2829], [2.8049, -0.2294, -1.7897], [2.2722, 0.4412, -3.3497], [1.2138, -0.6564, -2.4548], [1.7844, 3.5041, -0.1205], [1.8092, 3.9630, -1.8308], [3.1638, 3.0127, -1.1564], [5.5517, 0.2902, 2.9525], [4.2043, -0.3269, 3.9244], [5.0184, 1.1767, 4.3900], [1.6992, 1.8198, 4.3860], [1.6015, 3.2534, 3.2794], [3.0815, 2.9027, 4.1717], [4.7073, 3.7050, 2.3212], [3.7799, 3.4689, 0.8265], [5.2900, 2.5584, 1.0856], [-1.2049, 1.0967, 4.5943], [-1.2345, 0.8985, 3.1800], [-2.5635, 0.7426, 2.6637], [-0.5627, 2.0758, 2.5010], [-0.3893, -0.2859, 2.8004]],
  "mulliken_charge": [-0.39, 0.35, 0.01, -1.35, -0.12, 0.48, 0.44, 0.42, 0.29, -0.34, -1.19, 0.00, 0.65, 0.21, 0.41, 0.31, -0.27, -0.42, -0.87, 0.33, 0.31, 0.18, 0.50, 0.01, -1.15, 0.14, 0.48, 0.25, 0.44, 0.30, 0.59, 0.00, 0.05, 0.53, 0.54, -0.28, -0.94, -1.13, -1.01, -0.83, 0.37, 0.15, 0.50, -0.99, -1.08, -1.19, 0.50, 0.29, 0.13, 0.38, 0.39, 0.09, 0.23, 0.45, 0.31, 0.34, 0.31, 0.36, 0.39, 0.40, 0.40, 0.35, 0.30, 0.31, -0.63, 1.93, -0.61, -0.65, -0.64]
}

***

Calculated energy relative to the best compared isomer or geometry (same formula, charge and spin) (eV), listed in the same order as above: 5.387, 0.134, 3.414, 0.000, 2.869, 0.000